Record 1
Here is a cluster of 2 separate species, C3H9NS in total from the OMol25 dataset. Energies are from ωB97M-V with the def2-TZVPD basis set.

Highest occupied orbital energy ... -7.623 eV
Structure (SMILES) ... C/C=C/N.S
E_tot ... -572.61360 Ha
Charge ... 0

```
14
C3H9NS ωB97M-V with the def2-TZVPD basis set
C 1.532 -0.098 -1.991
C 0.752 -0.965 -1.054
C -0.142 -0.484 -0.201
N -0.881 -1.205 0.713
H 1.138 0.918 -2.000
H 2.591 -0.036 -1.731
H 1.489 -0.465 -3.018
H 0.943 -2.030 -1.063
H -0.362 0.577 -0.217
H -1.539 -0.733 1.303
H -0.568 -2.092 1.061
S -1.682 2.068 2.130
H -2.587 2.452 3.042
H -0.684 2.094 3.027
```


Record 2
Here is a structure of composition C23H25AsCl2N5O10S6Ta from the OMol25 dataset. Energies are from ωB97M-V with the def2-TZVPD basis set.

Highest occupied orbital energy ... -2.003 eV
E_tot ... -7520.40398 Ha
Charge ... -2

```
73
C23H25AsCl2N5O10S6Ta ωB97M-V with the def2-TZVPD basis set
Ta -0.425 0.231 0.253
S 0.468 -2.095 -3.364
As -0.823 -0.889 -2.203
S 1.169 -1.540 -0.130
S 0.051 1.177 -2.090
S -2.879 -1.010 -2.758
O 2.419 5.937 0.387
C 3.433 5.270 -0.135
O 4.440 5.835 -0.505
C 3.289 3.792 -0.238
C 4.244 2.942 -0.762
Cl 5.753 3.282 -1.477
N 3.778 1.675 -0.674
N 2.551 1.652 -0.146
C 2.234 2.901 0.115
C 0.860 3.172 0.637
O 0.550 4.326 0.961
O 0.078 2.177 0.723
C 4.332 0.470 -1.216
C 5.604 0.061 -0.843
C 6.114 -1.107 -1.382
C 5.347 -1.857 -2.267
C 4.063 -1.453 -2.599
C 3.546 -0.276 -2.076
H 1.650 5.322 0.644
H 6.170 0.639 -0.125
H 7.096 -1.450 -1.084
H 5.748 -2.777 -2.678
H 3.422 -2.048 -3.238
H 2.534 0.033 -2.313
N -2.607 3.550 -3.138
C -3.080 2.360 -2.425
C -2.448 2.334 -1.057
O -2.362 1.314 -0.387
O -2.032 3.491 -0.608
H -3.242 3.801 -3.882
H -1.708 3.331 -3.557
H -2.136 4.112 -1.365
H -2.868 1.396 -2.896
H -4.162 2.412 -2.278
C -5.379 -0.268 0.329
C -5.110 -0.155 1.826
C -3.953 -1.051 2.318
C -3.809 -0.956 3.844
C -2.635 -1.767 4.381
C -4.268 -2.484 1.933
O -5.225 -3.080 2.394
N -3.429 -3.065 1.034
C -2.278 -2.522 0.419
O -1.640 -3.218 -0.321
N -1.976 -1.224 0.761
C -2.679 -0.542 1.681
O -2.238 0.573 1.975
H -6.147 0.447 0.029
H -5.737 -1.265 0.064
H -4.486 -0.074 -0.269
H -5.998 -0.434 2.399
H -4.842 0.870 2.090
H -4.749 -1.299 4.281
H -3.679 0.099 4.090
H -2.750 -2.828 4.148
H -2.566 -1.674 5.466
H -1.689 -1.420 3.958
H -3.638 -4.010 0.747
Cl 0.489 0.027 2.531
C 3.814 -4.733 -0.740
O 3.127 -3.592 -0.241
C 3.636 -2.925 0.778
S 5.048 -3.312 1.561
S 2.701 -1.579 1.317
H 3.221 -5.060 -1.590
H 3.866 -5.507 0.026
H 4.826 -4.466 -1.044
```


Record 3
Here is an isolated molecule of C16H15N3O3 at a distorted geometry from the OMol25 dataset. Energies are from ωB97M-V with the def2-TZVPD basis set.

Highest occupied orbital energy ... -7.595 eV
Structure (SMILES) ... CC1=C(CCC(=O)O)C(=O)N2c3ccccc3N[C@@H]2[C@H]1C#N
E_tot ... -1008.62857 Ha
Charge ... 0

```
37
C16H15N3O3 ωB97M-V with the def2-TZVPD basis set
C 0.640 2.371 -2.136
C 0.146 1.188 -1.293
C -0.732 1.214 -0.175
C -1.395 2.499 0.361
C -0.482 3.413 1.181
C 0.466 4.214 0.331
O 1.684 4.033 0.355
O -0.259 5.084 -0.452
C -0.962 -0.011 0.607
O -1.353 0.071 1.786
N -0.783 -1.262 0.067
C -0.435 -2.340 0.914
C -1.048 -2.710 2.160
C -0.795 -3.999 2.703
C 0.350 -4.768 2.087
C 0.937 -4.499 0.826
C 0.477 -3.264 0.260
N 0.695 -2.631 -0.977
C -0.044 -1.389 -1.198
C 0.899 -0.172 -1.419
C 1.416 -0.247 -2.775
N 2.038 -0.260 -3.728
H 0.420 2.176 -3.167
H 0.101 3.271 -2.001
H 1.762 2.600 -2.020
H -2.343 2.168 0.952
H -1.643 3.023 -0.562
H -1.125 4.047 1.707
H 0.110 2.995 1.926
H 0.479 5.498 -0.939
H -1.875 -2.237 2.541
H -1.355 -4.469 3.456
H 0.707 -5.575 2.691
H 1.710 -5.026 0.391
H 0.739 -3.288 -1.808
H -0.761 -1.559 -1.965
H 1.614 -0.163 -0.685
```


Record 4
Here is a cluster of 2 separate species, CH5NS in total at a distorted geometry from the OMol25 dataset. Energies are from ωB97M-V with the def2-TZVPD basis set.

Highest occupied orbital energy (spin up / spin down) ... 0.946 / -3.126 eV
2S+1 ... 2
E_tot ... -493.94363 Ha
Charge ... -1

```
8
CH5NS ωB97M-V with the def2-TZVPD basis set
S 1.612 0.494 -2.955
H 1.485 1.785 -3.265
C -0.991 -0.328 1.899
N -1.123 -0.676 0.609
H -0.270 -0.728 2.638
H -1.946 -0.141 2.432
H 1.471 0.651 -1.615
H -0.238 -1.058 0.257
```